No. 1
Here is 4 unconnected molecules or ions with the total composition C17H26Br2F9N5O6P from the Open Molecules 2025 dataset. Energies are from ωB97M-V with the def2-TZVPD basis set.

XYZ file:
```
66
Properties=species:S:1:pos:R:3:forces:R:3:mulliken_charge:R:1
C -0.182 -2.029 -0.313 -0.42 -0.75 0.69 -0.770
C -1.397 -2.462 -1.251 0.79 0.33 0.17 -0.031
Br -0.882 -4.257 -2.000 -0.26 0.84 0.65 -0.076
C -1.643 -1.513 -2.509 -0.24 -1.20 -0.29 -0.563
Br -2.994 -2.451 -3.675 0.44 0.94 0.40 -0.079
N -2.291 -0.211 -2.166 -0.66 0.74 0.28 -0.035
C -1.605 0.907 -1.927 3.15 0.73 0.14 0.307
N -0.160 0.814 -1.968 -2.83 5.38 1.43 -0.254
C 0.186 2.144 -1.628 -1.87 -1.34 -1.44 0.105
P 2.051 2.413 -1.522 1.95 -1.96 3.30 0.128
N 2.498 1.840 -0.080 -0.35 0.59 -1.77 -0.533
N -0.919 3.007 -1.430 3.32 -2.85 -0.69 0.032
N -2.026 2.222 -1.628 -0.33 -2.55 -0.53 -0.054
H -0.353 -2.537 0.699 0.24 0.66 -1.43 0.327
H 0.777 -2.472 -0.718 -1.05 0.97 0.37 0.256
H -0.118 -0.921 -0.097 -0.04 -1.23 -0.52 0.109
H -2.330 -2.621 -0.625 0.98 0.31 -1.13 0.355
H -0.733 -1.390 -3.183 -1.19 0.03 1.25 0.472
H -3.320 -0.177 -2.157 0.80 -0.27 -0.05 0.338
H 2.427 3.785 -1.643 -0.87 -0.34 -0.60 0.132
H 2.717 1.582 -2.495 -1.08 1.04 -0.36 0.166
H 3.160 1.060 -0.208 -0.55 0.44 0.18 0.229
H -0.864 3.997 -1.184 -0.64 -0.54 -0.07 0.257
H -2.993 2.551 -1.555 0.71 0.02 0.12 0.226
C 1.020 3.259 2.814 -0.23 0.04 0.28 -0.655
C 2.510 3.505 2.937 -0.22 -0.38 -0.63 -0.398
O 2.793 4.358 4.057 0.25 0.13 0.80 -0.335
C 2.847 3.753 5.257 -0.25 -0.77 -1.42 0.388
O 2.672 2.580 5.433 0.13 0.57 0.43 -0.505
C 3.204 4.763 6.344 0.30 1.19 1.47 0.828
F 2.511 5.910 6.226 -0.03 -0.41 -0.33 -0.243
F 4.507 5.096 6.304 -0.22 -0.35 -0.38 -0.246
F 2.964 4.298 7.577 -0.06 -0.29 -0.62 -0.237
H 0.477 4.205 2.765 0.12 -0.01 -0.04 0.324
H 0.800 2.676 1.917 0.16 0.00 0.03 0.115
H 0.637 2.717 3.682 0.05 -0.02 -0.07 0.301
H 2.868 4.025 2.047 0.11 0.14 0.28 0.247
H 3.068 2.569 3.010 -0.07 0.12 0.18 0.344
C 1.915 -5.632 -8.236 0.14 0.33 0.11 -1.094
C 1.566 -6.566 -7.094 -0.31 -0.21 -0.78 -0.203
O 2.328 -6.239 -5.920 0.03 0.50 0.98 -0.315
C 1.852 -5.232 -5.171 -0.80 -0.66 -1.52 0.385
O 0.856 -4.607 -5.428 0.68 0.02 0.71 -0.501
C 2.732 -5.032 -3.937 1.22 0.28 1.45 0.867
F 4.044 -5.061 -4.228 -0.44 -0.02 -0.36 -0.254
F 2.529 -5.989 -3.013 -0.36 0.02 -0.49 -0.256
F 2.510 -3.858 -3.318 -0.35 -0.21 -0.56 -0.234
H 2.991 -5.638 -8.422 -0.08 -0.14 -0.04 0.308
H 1.397 -5.930 -9.149 0.03 -0.03 0.09 0.368
H 1.637 -4.602 -8.001 -0.10 -0.10 -0.03 0.306
H 1.831 -7.590 -7.363 0.18 0.10 0.30 0.326
H 0.496 -6.557 -6.877 0.15 0.17 0.17 0.305
C -4.815 0.965 5.967 0.00 0.38 -0.05 -1.106
C -3.918 0.280 4.956 -0.29 -0.50 0.77 -0.203
O -3.742 1.103 3.790 0.58 0.68 -0.72 -0.302
C -2.810 2.067 3.885 -0.45 -1.34 1.39 0.324
O -2.143 2.271 4.859 0.03 0.44 -0.80 -0.492
C -2.696 2.825 2.567 -0.03 1.21 -1.01 0.853
F -3.897 3.137 2.042 0.14 -0.28 0.27 -0.272
F -2.046 2.105 1.625 -0.01 -0.24 0.20 -0.184
F -2.027 3.980 2.691 -0.20 -0.53 0.29 -0.235
H -5.765 1.246 5.507 0.02 -0.16 0.02 0.306
H -5.012 0.308 6.815 0.04 0.01 -0.09 0.374
H -4.357 1.884 6.340 0.05 -0.14 0.04 0.319
H -4.386 -0.646 4.617 0.06 0.22 -0.29 0.314
H -2.952 0.011 5.390 0.01 0.25 -0.15 0.322
```
Positions in Å, forces in eV/Å.

## Properties
E_LUMO, eV: -4.16
E_tot, hartree: -7776.4693
Highest occupied orbital energy, eV: -12.3
Net charge: +1
Kohn-Sham gap, eV: 8.10

No. 2
Here is 2 unconnected molecules or ions with the total composition C5H12NO2 from the Open Molecules 2025 dataset. Energies are from ωB97M-V with the def2-TZVPD basis set.

XYZ file:
```
20
Properties=species:S:1:pos:R:3:forces:R:3:mulliken_charge:R:1
N -1.060 -0.807 0.692 -0.47 0.57 1.07 -0.549
C -1.728 0.382 1.219 -0.87 0.19 -0.57 -0.566
C -1.761 1.270 -0.008 -0.16 0.11 0.65 -0.569
C -0.301 1.079 -0.538 -1.53 0.89 -0.98 -0.792
C 0.145 -0.254 0.012 0.76 -1.16 1.00 0.654
C 0.701 -1.250 -1.032 -0.52 0.71 -0.12 -1.161
O 1.728 -0.747 -1.757 0.18 -0.29 0.47 -0.887
H -0.851 -1.305 1.551 0.65 -0.65 -0.48 0.254
H -1.167 0.907 2.008 0.10 -0.16 0.11 0.318
H -2.739 0.165 1.592 0.18 -0.14 0.07 0.361
H -2.144 2.264 0.270 0.64 0.12 -0.28 0.358
H -2.514 0.864 -0.693 0.31 -0.08 -0.11 0.253
H 0.342 1.924 -0.297 0.07 -0.16 0.11 0.305
H -0.412 1.044 -1.624 0.62 -0.10 -0.02 0.242
H 0.939 -0.146 0.777 -0.10 0.41 -0.27 0.153
H -0.205 -1.481 -1.631 -0.05 -0.22 -0.29 0.408
H 0.887 -2.185 -0.441 0.24 -0.05 -0.13 0.251
H 2.930 -0.517 -0.730 -0.23 -0.07 -0.31 0.464
H 3.504 -0.850 0.713 -0.14 -0.12 0.02 0.240
O 3.705 -0.358 -0.084 0.32 0.19 0.09 -0.736
```
Positions in Å, forces in eV/Å.

## Properties
E_LUMO, eV: 3.76
E_tot, hartree: -402.9441
ΔE to the lowest compared entry with this formula, charge and spin, kJ/mol: 224.02
Highest occupied orbital energy, eV: -3.2
Net charge: -1
Kohn-Sham gap, eV: 6.92

No. 3
Here is a molecular structure, C15H31NNaO3P from the Open Molecules 2025 dataset. Energies are from ωB97M-V with the def2-TZVPD basis set.

XYZ file:
```
52
Properties=species:S:1:pos:R:3:forces:R:3:mulliken_charge:R:1
C -2.695 1.636 3.040 -1.03 0.80 -0.70 -0.783
C -2.344 2.259 1.852 0.36 -0.42 1.63 -0.369
P -1.172 1.540 0.499 1.91 3.84 -1.03 0.081
C 0.271 1.493 1.748 0.79 -0.51 1.61 -1.417
C 0.417 0.179 2.588 0.92 -0.19 -0.04 -0.081
C 1.157 -1.002 1.826 -0.06 -0.31 0.80 -0.051
C 0.642 -2.445 2.238 1.04 0.32 -0.70 -0.818
C 0.305 -3.304 0.948 0.38 -0.31 0.61 -0.323
O -0.792 -4.179 1.207 -0.12 0.34 -0.40 -0.430
C -1.975 -3.802 0.499 -0.59 0.57 -0.69 -0.118
C -0.050 1.038 -0.985 0.04 -0.67 -0.65 0.278
C -0.701 0.021 -1.986 1.33 0.09 -0.80 -0.181
C 0.336 -0.412 -3.119 -1.41 -0.02 -0.23 -0.721
C 0.764 0.762 -4.067 1.13 -0.72 -0.32 -0.779
C 1.982 1.630 -3.546 -0.77 0.42 -0.47 -0.508
O 2.797 0.940 -2.593 -0.18 0.72 0.25 -0.326
C 3.399 1.837 -1.651 0.28 -0.12 -0.10 -0.327
O -1.667 -0.151 0.822 -2.26 -1.69 -0.15 -0.285
C -2.913 -0.388 0.454 3.24 0.91 0.97 0.471
N -3.998 -0.487 0.100 -1.18 -0.53 -0.28 -0.664
H -2.004 1.346 3.864 -0.19 -1.24 -1.32 0.160
H -3.787 1.428 3.204 0.84 1.42 0.88 0.241
H -2.744 3.293 1.661 -1.06 -1.64 -0.94 0.348
H -2.261 1.646 -0.446 -0.35 0.06 0.44 0.233
H -0.804 2.928 0.205 0.01 -0.08 0.17 0.047
H 1.278 1.712 1.297 -0.90 -0.28 0.10 0.177
H 0.093 2.335 2.478 -0.07 -0.66 -0.77 0.531
H -0.524 -0.180 3.074 0.54 0.41 -0.73 0.818
H 1.118 0.438 3.461 -0.93 0.22 -2.64 -0.653
H 2.246 -0.928 2.104 -0.85 -0.01 -0.59 0.688
H 1.079 -0.923 0.720 -0.04 0.36 0.86 -0.248
H 1.506 -2.964 2.738 -0.99 0.30 -0.15 0.285
H -0.208 -2.379 2.956 0.38 -0.21 -0.75 0.400
H 0.121 -2.679 0.041 -0.01 -0.22 0.80 0.081
H 1.211 -3.933 0.722 -0.85 0.47 0.13 0.371
H -2.025 -4.286 -0.517 0.09 0.25 0.93 0.252
H -2.911 -4.048 1.065 1.04 -0.04 -0.29 0.238
H -1.994 -2.698 0.320 -0.01 -0.82 0.22 -0.220
H 0.137 1.979 -1.575 -0.30 -0.71 0.69 0.370
H 0.977 0.703 -0.665 -1.00 -0.01 -0.34 -0.591
H -1.560 0.525 -2.508 0.58 -0.59 0.61 0.415
H -1.049 -0.933 -1.525 0.09 0.85 -0.04 -0.175
H 1.195 -0.979 -2.683 -0.51 0.76 -0.35 0.266
H -0.220 -1.149 -3.768 0.55 0.60 0.53 0.451
H 1.106 0.311 -5.039 -0.37 0.26 0.82 0.359
H -0.109 1.413 -4.343 0.77 -0.47 0.52 0.260
H 2.656 1.911 -4.401 -0.72 -0.06 0.57 0.366
H 1.535 2.570 -3.116 0.68 -0.77 -0.17 0.393
H 4.472 1.564 -1.496 -0.78 0.09 -0.23 0.264
H 3.359 2.878 -2.049 0.05 -0.62 0.54 0.315
H 2.884 1.757 -0.662 0.23 0.27 -0.71 -0.058
Na 1.465 0.180 5.010 0.26 -0.39 1.88 0.965
```
Positions in Å, forces in eV/Å.

## Properties
E_LUMO, eV: -2.54
E_tot, hartree: -1373.9078
Highest occupied orbital energy, eV: -6.4
Kohn-Sham gap, eV: 3.89

No. 4
Here is 12 unconnected molecules or ions with the total composition C27H74F3N5O15S from the Open Molecules 2025 dataset. Energies are from ωB97M-V with the def2-TZVPD basis set.

XYZ file:
```
125
Properties=species:S:1:pos:R:3:forces:R:3:mulliken_charge:R:1
C -5.846 -2.426 1.246 0.07 0.81 0.31 -1.215
C -4.559 -2.372 2.046 0.50 -0.93 -0.54 -0.380
N -3.347 -2.562 1.217 -0.10 0.17 0.49 -0.181
C -3.047 -1.390 0.407 -0.22 0.19 -0.28 -1.617
C -1.788 -0.631 0.863 -0.19 0.05 -0.87 0.803
C -1.800 0.837 0.434 0.13 -0.78 0.76 -1.802
O -1.529 0.956 -0.975 -0.71 -0.08 0.58 -0.182
C -0.857 2.070 -1.276 -0.43 -0.72 -0.46 0.843
F -0.945 2.299 -2.561 -0.03 -0.08 -1.50 -0.295
F 0.422 1.938 -0.980 1.29 0.19 0.51 -0.207
F -1.339 3.133 -0.675 -0.26 1.19 1.02 -0.299
C -0.449 -1.290 0.505 0.00 -0.44 1.47 -0.053
C -0.112 -2.522 1.390 1.19 0.89 -0.34 -0.531
C 1.394 -2.463 1.738 -0.22 -1.02 -0.47 -1.088
C 2.259 -2.802 0.497 -0.62 0.54 0.03 -1.157
C 2.902 -1.596 -0.169 0.82 -0.18 -0.03 0.181
N 3.668 -0.741 0.790 0.09 -0.36 -0.86 -0.109
C 3.488 0.643 0.463 -0.14 -0.15 -0.06 0.023
N 3.034 1.423 1.328 -0.56 0.43 0.90 -0.651
N 3.823 1.115 -0.826 0.67 -0.02 -0.48 -0.275
O -0.273 -1.550 -0.904 -1.05 0.04 0.21 0.132
S -1.437 -2.382 -1.595 -0.49 -1.69 -1.87 1.288
O -1.437 -3.767 -1.254 0.25 -0.31 1.59 -0.776
O -1.226 -2.213 -2.991 0.23 1.27 -0.96 -0.723
C -3.062 -1.684 -1.143 -0.81 1.59 1.48 -0.713
N -4.135 -2.592 -1.410 1.97 -1.43 -0.11 -0.152
C -4.193 -3.081 -2.595 -0.68 0.02 -0.45 1.000
C -4.116 -2.311 -3.882 1.23 -0.18 -0.09 -0.847
C -4.341 -4.577 -2.716 -0.66 0.15 0.64 -1.453
H -5.953 -1.520 0.652 -0.09 -0.04 -0.25 0.223
H -6.689 -2.409 1.931 -0.14 -0.13 0.04 0.537
H -5.899 -3.283 0.589 0.17 -0.19 -0.01 0.228
H -4.563 -3.227 2.723 0.06 0.12 0.29 0.457
H -4.449 -1.448 2.634 -0.41 0.05 0.06 0.229
H -2.610 -2.736 1.889 0.23 -0.10 -0.36 0.361
H -3.886 -0.701 0.546 -0.01 0.14 -0.10 0.777
H -1.820 -0.604 1.954 0.01 0.04 0.11 0.384
H -2.754 1.279 0.721 -0.14 0.18 -0.45 0.476
H -1.036 1.331 1.032 0.25 0.23 -0.25 0.604
H 0.315 -0.555 0.757 0.11 0.19 -0.38 0.500
H -0.685 -2.466 2.309 -0.04 -0.23 -0.05 -0.019
H -0.249 -3.457 0.855 -0.61 -0.04 0.07 0.275
H 1.582 -3.246 2.473 0.03 0.16 0.29 0.426
H 1.672 -1.501 2.163 0.07 0.01 0.11 0.618
H 1.602 -3.252 -0.249 0.03 -0.13 -0.12 0.287
H 3.006 -3.564 0.703 0.24 0.12 0.27 0.698
H 3.593 -1.975 -0.925 -0.06 0.09 -0.17 0.041
H 2.198 -0.964 -0.706 -0.34 -0.12 0.13 -0.034
H 4.648 -0.965 0.626 0.02 0.06 0.07 0.393
H 2.873 0.838 2.149 0.02 0.56 0.24 0.247
H 4.208 2.052 -0.738 -0.12 0.08 0.05 0.328
H 3.008 1.212 -1.421 -0.04 -0.30 0.00 0.152
H -3.165 -0.740 -1.684 0.55 0.18 0.01 0.526
H -3.507 -1.418 -3.779 -0.21 0.28 0.03 0.262
H -3.578 -2.928 -4.600 -0.11 0.02 -0.25 0.337
H -5.102 -2.083 -4.296 0.11 -0.17 0.36 0.046
H -5.365 -4.888 -2.932 0.03 -0.11 -0.32 0.368
H -3.633 -4.958 -3.445 -0.14 0.10 -0.38 0.378
H -4.042 -4.996 -1.762 -0.15 -0.08 0.19 0.384
C 1.409 -0.836 -4.597 -0.06 0.30 0.26 -0.472
O 2.388 0.184 -4.386 0.08 -0.06 0.02 -0.286
H 1.869 -1.651 -5.150 0.11 0.07 -0.01 0.352
H 1.043 -1.212 -3.642 -0.13 -0.12 -0.10 -0.036
H 0.573 -0.436 -5.177 -0.08 -0.17 0.00 0.313
H 1.959 0.895 -3.900 0.02 -0.03 -0.07 0.149
C 4.823 0.609 5.247 -0.07 -0.15 -0.31 -0.347
O 3.864 0.567 4.193 0.03 -0.09 0.09 -0.449
H 4.460 1.285 6.017 -0.03 0.00 -0.02 -0.096
H 4.951 -0.389 5.675 0.12 0.07 0.14 0.290
H 5.780 0.976 4.868 0.06 0.00 0.17 0.273
H 4.203 -0.036 3.520 -0.10 0.04 0.00 0.283
C 5.526 -1.437 -2.920 0.11 -0.20 -0.03 -0.451
O 6.297 -2.173 -1.968 -0.04 0.04 0.08 -0.543
H 5.110 -0.563 -2.423 0.03 -0.04 0.06 0.042
H 6.157 -1.112 -3.751 -0.10 0.06 -0.06 0.384
H 4.708 -2.055 -3.298 -0.07 0.13 -0.11 0.288
H 6.656 -2.943 -2.420 -0.01 0.06 0.10 0.294
C 4.432 1.709 -6.275 -0.13 0.14 -0.35 -0.154
O 4.842 2.268 -7.524 0.10 0.07 0.04 -0.564
H 5.309 1.306 -5.773 0.05 0.02 -0.08 0.198
H 3.985 2.486 -5.650 -0.07 -0.15 0.14 0.035
H 3.713 0.909 -6.438 -0.02 -0.02 0.21 0.171
H 4.053 2.620 -7.950 0.07 0.00 0.05 0.310
C -9.719 -0.979 1.171 0.11 0.08 0.29 -0.566
O -8.430 -0.681 1.698 -0.18 0.08 0.01 -0.440
H -9.614 -1.154 0.103 0.07 0.01 0.01 0.211
H -10.127 -1.877 1.642 -0.11 -0.01 -0.10 0.272
H -10.402 -0.141 1.330 -0.10 -0.06 -0.09 0.261
H -8.534 -0.528 2.643 0.07 0.01 -0.08 0.266
C -7.812 -1.214 -5.472 -0.03 -0.30 -0.04 -0.576
O -6.885 -2.274 -5.251 -0.33 0.04 -0.14 -0.481
H -7.323 -0.278 -5.214 0.06 -0.04 0.02 0.259
H -8.113 -1.183 -6.522 -0.05 0.12 0.02 0.259
H -8.695 -1.342 -4.842 -0.04 0.13 -0.03 0.256
H -7.326 -3.099 -5.482 0.12 0.04 0.03 0.251
C 3.116 4.833 -1.217 0.09 -0.01 0.34 -0.225
O 4.374 4.382 -0.725 -0.01 0.00 -0.09 -0.552
H 3.011 4.491 -2.244 0.08 -0.03 0.02 -0.173
H 2.302 4.420 -0.616 -0.09 0.02 -0.09 0.230
H 3.067 5.925 -1.197 -0.11 0.00 -0.10 0.359
H 4.452 4.690 0.184 0.04 -0.14 -0.04 0.303
C 2.469 2.969 7.950 0.05 -0.05 0.34 -0.544
O 3.730 2.489 8.444 -0.02 0.28 -0.08 -0.554
H 2.359 2.644 6.919 0.11 -0.05 0.01 0.183
H 1.654 2.557 8.549 -0.08 0.03 -0.09 0.280
H 2.443 4.059 7.990 -0.20 0.00 -0.11 0.314
H 3.811 2.784 9.358 -0.06 -0.22 0.00 0.293
C 5.847 5.673 8.371 -0.22 -0.26 -0.04 -0.538
O 4.580 5.281 7.860 0.02 0.10 0.14 -0.494
H 6.031 6.702 8.069 -0.04 0.00 -0.01 0.208
H 5.857 5.615 9.463 0.15 0.07 0.01 0.240
H 6.637 5.036 7.963 0.10 0.08 0.07 0.255
H 4.425 4.366 8.133 0.19 0.01 -0.28 0.356
C 2.049 5.298 -5.288 0.28 -0.04 -0.10 -0.119
O 2.779 4.779 -6.394 0.00 0.02 0.03 -0.490
H 0.990 5.148 -5.481 0.02 -0.03 -0.05 0.251
H 2.325 4.773 -4.369 -0.12 0.07 0.05 -0.186
H 2.243 6.368 -5.169 -0.10 0.01 0.11 0.292
H 3.715 4.917 -6.211 -0.05 -0.07 -0.13 0.291
C -1.992 -1.879 5.110 0.27 -0.16 0.10 -0.454
O -1.113 -2.770 4.426 -0.14 0.08 0.15 -0.476
H -2.710 -1.492 4.389 0.01 -0.05 -0.04 0.098
H -2.531 -2.406 5.900 -0.10 0.11 0.01 0.291
H -1.432 -1.046 5.541 -0.11 0.07 0.03 0.270
H -0.483 -3.108 5.071 -0.01 -0.02 -0.13 0.278
```
Positions in Å, forces in eV/Å.

## Properties
E_LUMO, eV: 0.36
E_tot, hartree: -3173.0370
Highest occupied orbital energy, eV: -8.1
Kohn-Sham gap, eV: 8.48

No. 5
Here is a single C4H8N2 molecule from the Open Molecules 2025 dataset. Energies are from ωB97M-V with the def2-TZVPD basis set.

XYZ file:
```
14
Properties=species:S:1:pos:R:3:forces:R:3:mulliken_charge:R:1
C -0.776 -1.475 0.891 -2.32 0.78 1.49 -1.056
C 0.228 -0.645 0.171 0.80 1.56 0.68 0.249
C 0.324 -0.468 -1.287 0.88 -0.76 -2.06 -0.641
C 0.405 1.873 -0.386 -1.10 -0.58 -0.39 0.030
H -0.378 -2.385 1.482 -0.55 1.32 -1.51 0.319
H -1.635 -1.677 0.141 1.31 -0.20 1.52 0.279
H -1.226 -0.764 1.724 0.66 -1.55 -1.52 0.179
H 1.149 -0.396 0.753 -0.49 -0.74 -0.66 0.410
H -0.226 -0.938 -2.162 -0.26 0.39 1.77 0.221
H 1.348 -0.465 -1.634 0.47 0.66 0.04 0.273
H 0.603 2.413 -1.299 0.52 -0.14 -0.45 0.375
H -0.027 1.804 1.435 1.15 1.72 -1.38 0.293
N -0.197 0.628 -0.523 -0.49 -1.73 -0.57 -0.326
N 0.408 2.494 0.695 -0.58 -0.75 3.03 -0.602
```
Positions in Å, forces in eV/Å.

## Properties
E_LUMO, eV: 1.00
E_tot, hartree: -266.6344
ΔE to the lowest compared entry with this formula, charge and spin, kJ/mol: 229.95
Highest occupied orbital energy, eV: -9.3
Kohn-Sham gap, eV: 10.34

No. 6
Here is 2 unconnected molecules or ions with the total composition H4OS2 from the Open Molecules 2025 dataset. Energies are from ωB97M-V with the def2-TZVPD basis set.

XYZ file:
```
7
Properties=species:S:1:pos:R:3:forces:R:3:mulliken_charge:R:1
O -0.940 -1.201 -0.172 -1.21 0.32 -0.16 -0.627
H -0.995 -0.293 0.204 0.02 -0.71 -0.25 0.328
H -1.828 -1.360 -0.567 0.97 0.13 0.41 0.318
S 1.611 0.657 -0.775 0.12 0.03 -0.12 -0.148
S 0.355 1.577 0.571 0.20 0.02 0.16 -0.314
H 0.893 -0.470 -0.965 0.01 0.14 0.08 0.228
H 0.904 1.091 1.705 -0.11 0.07 -0.12 0.215
```
Positions in Å, forces in eV/Å.

## Properties
E_LUMO, eV: 0.33
E_tot, hartree: -874.0010
ΔE to the lowest compared entry with this formula, charge and spin, kJ/mol: 0.00
Highest occupied orbital energy, eV: -9.7
Kohn-Sham gap, eV: 10.04

> Which of these has the highest E_tot?

C4H8N2

> Which formula does entry 4 have?

C27H74F3N5O15S